Below is a 2-piece molecular cluster, C5H15NO2 overall, with properties calculated with wB97M-V/def2-TZVPD.

The value obtained for the HOMO-LUMO gap is 9.5 eV. The highest occupied orbital energy comes out at -8.89 eV. The value obtained for the max |F| is 3.071 eV Å⁻¹. The molar mass comes out at 121.18 g mol⁻¹. The total charge is 0. For the energy relative to the best compared isomer or geometry (same formula, charge and spin), the calculation gives 55.4 kcal per mole. As for the SMILES: C[C@H](N)CCCO.O.

Cartesian coordinates (Å):
H -1.32 -1.41 -0.23
C -1.56 0.37 0.79
H 1.16 -2.73 0.74
H -0.43 1.64 -1.09
H 0.82 0.06 -0.78
H 2.68 -0.06 1.03
H -3.16 1.48 -0.45
H 1.26 0.06 2.17
H -0.71 -1.47 1.39
C -0.70 -0.85 0.47
H 1.85 2.34 -1.85
O -1.40 1.50 -1.36
H 1.49 1.63 -0.47
H 0.86 -2.41 -1.11
C 1.40 -2.05 -0.16
C -2.25 0.78 -0.54
C 0.88 -0.59 0.14
H 2.49 -1.96 -0.18
O 1.13 2.25 -1.13
H -0.96 1.23 1.20
N 1.67 0.06 1.22
H -2.73 0.04 -1.23
H -2.47 0.10 1.39

For each atom in turn, the Mulliken charge in e is: 0.4731 -0.5076 0.2433 0.3452 0.1291 0.2200 0.2500 0.2171 0.4143 -1.0292 0.3189 -0.5211 0.4177 0.3118 -1.2639 -0.5650 0.3518 0.4267 -0.6937 0.2743 -0.4427 0.3123 0.3176